{"formula": "C11H21Cl2NOV", "method": "ωB97M-V/def2-TZVPD", "elements": ["V", "Cl", "Cl", "C", "H", "H", "C", "C", "H", "C", "H", "C", "H", "H", "C", "H", "H", "C", "H", "H", "H", "H", "C", "N", "C", "C", "C", "O", "H", "H", "H", "H", "H", "H", "H", "H", "H"], "positions_angstrom": [[0.430828, 0.532006, -0.666320], [0.421300, 2.631105, -1.213012], [0.092612, 0.669821, 1.561009], [2.020496, -0.203294, -0.496556], [2.639273, -0.910036, -1.090271], [2.574874, 0.144408, 0.390375], [-1.248122, -0.456283, -1.718775], [-0.020264, -1.154404, -1.903276], [-1.976392, -0.898835, -1.028788], [0.862280, -0.907957, -3.092693], [0.160796, -2.049407, -1.312818], [0.636051, 0.505061, -3.624352], [1.902495, -1.071105, -2.806852], [0.700646, -1.643635, -3.897026], [-0.841373, 0.712396, -3.951626], [0.982580, 1.278482, -2.917220], [1.267243, 0.657055, -4.509496], [-1.805018, 0.451000, -2.775672], [-1.004780, 1.711339, -4.362092], [-1.083355, 0.012655, -4.762387], [-2.147230, 1.390631, -2.310095], [-2.725684, 0.003732, -3.185937], [-1.970389, -3.658394, 3.425366], [-1.010241, -3.223152, 2.456240], [0.175209, -4.009122, 2.243217], [-1.272732, -2.298172, 1.477875], [-2.377610, -1.309661, 1.694832], [-0.472316, -2.259010, 0.530171], [-1.592535, -4.592673, 3.851943], [-2.953458, -3.831657, 2.968324], [-2.116744, -2.918605, 4.227254], [0.233616, -4.344615, 1.206602], [1.048529, -3.378056, 2.436536], [0.144747, -4.861042, 2.934997], [-1.975786, -0.360822, 2.064813], [-2.892465, -1.054930, 0.760307], [-3.092681, -1.695821, 2.413502]], "forces_ev_per_a": [[-1.52, 1.23, 2.46], [0.05, 1.29, 0.05], [0.01, 0.41, -0.25], [3.00, -1.18, -0.21], [-0.38, 0.49, 0.38], [-0.23, -0.06, -0.18], [1.47, -2.35, -1.19], [-2.43, -0.66, -0.91], [0.66, 0.42, 0.09], [0.25, 0.23, -0.12], [-0.03, 0.44, -0.09], [0.39, 0.14, -0.28], [-0.09, 0.15, -0.14], [-0.41, 0.07, 0.27], [-0.01, -0.07, -0.37], [-0.07, -0.54, -0.38], [-0.27, 0.00, 0.03], [-0.17, 0.79, -0.12], [0.01, -0.03, 0.12], [-0.05, 0.07, 0.10], [0.21, -0.19, -0.21], [0.24, -0.09, 0.29], [-0.60, 0.10, 0.61], [-0.56, 0.69, -0.96], [0.45, -0.31, 0.22], [1.61, -0.37, 0.08], [-0.58, -0.09, -0.13], [-1.21, 0.38, 0.64], [-0.37, 0.25, 0.07], [0.18, -0.17, 0.13], [0.12, -0.28, -0.07], [0.03, -0.14, 0.13], [0.08, -0.29, -0.03], [0.25, 0.26, -0.29], [0.07, -0.42, 0.04], [0.12, -0.29, 0.23], [-0.22, 0.11, -0.02]], "total_charge": 0, "multiplicity": 2, "orbital_gap_ev": [8.302, 7.733], "s_squared": 1.090, "homo_ev": [-8.71, -8.52]}


{"formula": "C6H10O", "method": "ωB97M-V/def2-TZVPD", "elements": ["C", "C", "C", "C", "C", "C", "O", "H", "H", "H", "H", "H", "H", "H", "H", "H", "H"], "positions_angstrom": [[1.368796, -0.528646, 1.618245], [0.340563, -1.055770, 0.940558], [-0.842867, -1.888415, 1.510263], [0.045418, -0.360317, -0.392341], [0.286739, 0.942068, -0.630330], [0.009577, 1.430967, -2.090844], [-0.545823, 2.766015, -2.139549], [1.872881, -0.971357, 2.455545], [1.917316, 0.284499, 1.529177], [-1.694023, -1.875133, 0.834093], [-1.156055, -1.382635, 2.424910], [-0.701281, -2.911246, 1.775265], [-0.214484, -1.094710, -1.132900], [0.568690, 1.551208, 0.162847], [-0.780757, 0.694381, -2.479686], [0.900907, 1.577814, -2.702662], [-1.375589, 2.821285, -1.682597]], "forces_ev_per_a": [[-1.69, -4.54, 1.56], [-0.82, 2.11, -0.50], [0.74, 0.82, -0.17], [0.92, 0.15, 1.81], [-1.47, -2.42, -3.02], [-1.53, 0.37, 1.38], [0.83, -0.28, -0.31], [-0.91, -0.94, 1.11], [2.19, 3.92, -2.35], [0.09, 0.16, -0.23], [-0.04, -0.01, -0.06], [0.64, -0.83, 0.08], [-0.46, 0.18, -0.68], [0.57, 1.37, 0.99], [1.57, 0.90, -0.04], [-0.06, -0.72, 0.03], [-0.57, -0.25, 0.41]], "total_charge": 0, "orbital_gap_ev": 9.698, "homo_ev": -8.77}


What did we get for ΔE to the lowest compared entry with this formula, charge and spin? Answer: 0.0 244.2 kJ/mol, in the order shown.